144
Properties=species:S:1:pos:R:3:lowdin_charge:R:1 method="wB97M-V/def2-TZVPD" homo_ev=-7.864 e_lumo_ev=-1.506 total_charge=0 spin_multiplicity=1
C -3.87724 1.43382 -4.14613 -0.10
C -3.74362 1.20001 -2.64383 -0.69
Cl -2.12330 1.65949 -2.01779 0.67
C -4.09307 -0.20432 -2.14800 -0.16
C -2.98509 -1.22638 -2.15723 -0.18
C -2.13344 -1.46252 -3.20471 0.02
C -1.09486 -2.45008 -3.14554 -0.11
C -0.22751 -2.63283 -4.36224 -0.38
F 0.98202 -3.11131 -3.98064 0.11
F -0.03780 -1.44084 -4.97913 0.13
C -0.74809 -3.62308 -5.48330 -0.32
F -1.31663 -2.92387 -6.48532 0.15
F 0.32331 -4.28147 -5.98775 0.14
C -1.72866 -4.76219 -5.06448 -0.30
F -1.78403 -5.59503 -6.13538 0.13
F -1.18254 -5.44823 -4.03602 0.15
C -3.21880 -4.38944 -4.70746 -0.51
F -3.52501 -3.16090 -5.14196 0.17
F -4.05056 -5.25891 -5.28902 0.18
F -3.40548 -4.44109 -3.38276 0.18
C -0.84956 -3.18427 -2.01389 0.07
C -1.68656 -2.94291 -0.89562 -0.33
N -1.57078 -3.50011 0.32244 -0.21
S -2.69388 -2.81969 1.23647 1.03
N -3.42119 -1.86724 0.17847 -0.23
C -2.75697 -1.99508 -0.97855 -0.30
H -3.28949 2.29872 -4.44533 0.07
H -3.57284 0.57149 -4.73438 0.07
H -4.92261 1.65190 -4.36513 0.09
H -4.42223 1.88663 -2.14194 0.09
H -4.92835 -0.58982 -2.74027 0.14
H -4.45000 -0.12206 -1.12321 0.10
H -2.22989 -0.89035 -4.11545 0.11
H -0.04010 -3.89693 -1.93958 0.13
N -5.07130 1.23018 4.34272 0.02
C -4.62506 2.41634 3.83043 -0.14
C -4.17530 2.18215 2.55812 -0.11
C -4.36017 0.79699 2.29467 -0.13
C -4.91630 0.23873 3.41548 -0.13
H -5.45318 1.10715 5.26220 0.15
H -4.66492 3.31658 4.42030 0.10
H -3.75248 2.91203 1.88589 0.09
H -4.11167 0.27102 1.38651 0.05
H -5.21223 -0.77393 3.62941 0.11
N -0.41966 -7.77802 -7.77022 0.01
C -0.77882 -9.09499 -7.68136 -0.14
C 0.05542 -9.81445 -8.49481 -0.11
C 0.95333 -8.89340 -9.09980 -0.11
C 0.63340 -7.64647 -8.63295 -0.14
H -0.86081 -7.02392 -7.27733 0.11
H -1.59251 -9.40760 -7.04957 0.10
H 0.02644 -10.88100 -8.64091 0.09
H 1.74251 -9.12125 -9.79611 0.09
H 1.06571 -6.68220 -8.83837 0.11
N 1.83942 -6.26810 -2.54259 0.02
C 2.00432 -6.61331 -1.22661 -0.13
C 3.07467 -5.91351 -0.74008 -0.10
C 3.57337 -5.11668 -1.80685 -0.13
C 2.79158 -5.35765 -2.90500 -0.16
H 1.13292 -6.63571 -3.15361 0.14
H 1.35090 -7.32475 -0.75243 0.11
H 3.46068 -5.96876 0.26335 0.10
H 4.41185 -4.44023 -1.76359 0.08
H 2.82820 -4.96484 -3.90663 0.11
N 0.24045 3.93424 -0.71392 0.00
C 0.29791 5.08312 0.02447 -0.11
C 1.46199 5.05311 0.74523 -0.11
C 2.13761 3.84579 0.41926 -0.17
C 1.35437 3.17562 -0.48170 -0.17
H -0.51085 3.67866 -1.32847 0.08
H -0.49487 5.80989 -0.01095 0.11
H 1.78700 5.81161 1.43685 0.08
H 3.08277 3.50461 0.80771 0.12
H 1.49348 2.22738 -0.97224 0.12
N -4.03706 5.79353 3.02969 0.02
C -4.71053 6.58383 2.13877 -0.13
C -4.44494 7.88966 2.45157 -0.11
C -3.57282 7.88336 3.57613 -0.14
C -3.34079 6.57345 3.90799 -0.13
H -4.05257 4.79092 3.03543 0.09
H -5.31926 6.15170 1.36348 0.11
H -4.83092 8.75294 1.93648 0.09
H -3.15811 8.74191 4.07950 0.10
H -2.73986 6.13611 4.68683 0.11
N 6.53650 -6.81336 -2.91498 0.01
C 5.62269 -7.82670 -2.96552 -0.14
C 6.30002 -8.98430 -3.24182 -0.11
C 7.67824 -8.65139 -3.36150 -0.11
C 7.79138 -7.30234 -3.15707 -0.14
H 6.30924 -5.85440 -2.73491 0.11
H 4.57751 -7.62670 -2.80241 0.09
H 5.85869 -9.96098 -3.34761 0.09
H 8.49087 -9.32468 -3.57643 0.09
H 8.65124 -6.65483 -3.16502 0.10
N 3.21863 6.70774 3.88955 0.01
C 3.47748 7.51463 4.96423 -0.14
C 3.26138 6.78239 6.10030 -0.11
C 2.85594 5.48254 5.69174 -0.11
C 2.83788 5.46778 4.32324 -0.13
H 3.29452 6.98590 2.92906 0.13
H 3.79243 8.53486 4.82989 0.11
H 3.38027 7.13709 7.11012 0.09
H 2.60238 4.65162 6.32900 0.07
H 2.58536 4.68664 3.62623 0.09
N -0.93526 1.12463 2.20570 0.02
C -0.47751 1.10816 3.49283 -0.14
C 0.61163 1.93654 3.56042 -0.09
C 0.81777 2.47129 2.25864 -0.10
C -0.15451 1.95211 1.44569 -0.12
H -1.73545 0.61740 1.87487 0.11
H -0.96851 0.51985 4.24907 0.10
H 1.18930 2.14304 4.44567 0.07
H 1.58480 3.16363 1.95353 0.03
H -0.35696 2.10763 0.39897 0.06
N 2.78851 1.68493 7.45862 0.00
C 3.04858 2.48521 8.53703 -0.15
C 2.83221 1.74660 9.66919 -0.11
C 2.42678 0.44784 9.25624 -0.12
C 2.41093 0.44213 7.88718 -0.14
H 2.86319 1.96723 6.49872 0.13
H 3.36670 3.50542 8.40784 0.10
H 2.95285 2.09631 10.68054 0.09
H 2.17864 -0.38560 9.89155 0.09
H 2.16842 -0.33722 7.18563 0.10
N -5.95682 8.87265 5.70877 0.01
C -5.74579 10.02766 6.40659 -0.14
C -6.91536 10.35886 7.03994 -0.12
C -7.87053 9.36029 6.70833 -0.12
C -7.24628 8.45921 5.88535 -0.14
H -5.26777 8.39874 5.14686 0.10
H -4.78592 10.51508 6.39596 0.10
H -7.06934 11.21942 7.66901 0.09
H -8.89584 9.31085 7.03460 0.09
H -7.61013 7.56354 5.41184 0.10
N 6.24643 -2.85081 -3.75579 0.01
C 7.58390 -3.12384 -3.63560 -0.14
C 8.26765 -2.18138 -4.35442 -0.11
C 7.30689 -1.30566 -4.92926 -0.11
C 6.07028 -1.74530 -4.54221 -0.14
H 5.50276 -3.37797 -3.33838 0.11
H 7.93604 -3.95881 -3.05396 0.09
H 9.33800 -2.12450 -4.45738 0.09
H 7.50312 -0.45180 -5.55525 0.09
H 5.08550 -1.36778 -4.75680 0.10